(1)
A structure of composition C35H68Ge2N7O5Sr, computed with wB97M-V/def2-TZVPD.

Values from the calculation:
Charge   +1
Gap between HOMO and LUMO   7.94 eV
LUMO   -1.96 eV
Calculated total energy   -6318.23364 a.u.
Relative energy (zero: lowest compared OMol25 entry of this formula, charge and spin)   3.528 eV

Each line ends with the Mulliken charge.
Atoms and positions in Å:
Sr1 -1.5354 -0.3965 0.1891  0.71
C1 -1.8504 -4.4725 1.3124  -0.94
O1 -0.8477 -3.5771 0.8569  -0.07
C2 -0.2247 -3.9707 -0.3544  0.08
C3 -1.0875 -3.7865 -1.5797  -0.92
O2 -1.5835 -2.4365 -1.7023  0.08
C4 -2.6484 -2.2395 -0.8045  -0.97
C5 -3.4046 -0.9040 -1.1369  -0.79
O3 -3.6300 -0.1048 0.0710  -0.65
C6 -4.1932 -0.9586 1.1185  -0.31
H1 -1.3971 -5.3877 1.7029  0.30
H2 -2.3900 -3.9641 2.1098  0.20
H3 -2.5560 -4.7500 0.5233  0.38
H4 0.6532 -3.3317 -0.4394  -0.31
H5 0.1095 -5.0145 -0.3051  0.42
H6 -0.4620 -3.9547 -2.4561  0.49
H7 -1.9274 -4.4818 -1.6281  0.41
H8 -3.3545 -3.0756 -0.8215  0.44
H9 -2.2565 -2.2101 0.2177  0.12
H10 -2.7891 -0.3032 -1.8471  0.32
H11 -4.3554 -1.1188 -1.6181  0.67
H12 -5.0846 -1.4734 0.7586  0.45
H13 -3.4829 -1.7422 1.4548  -0.05
H14 -4.4562 -0.3662 1.9802  0.30
N1 -2.8141 1.6049 2.4916  -0.44
C7 -2.1890 1.0293 3.6917  0.95
C8 -2.7831 1.4955 5.0059  -1.51
C9 -2.2516 0.7396 6.2175  -0.38
C10 -0.7284 0.6593 6.2597  -1.31
N2 -0.1940 -0.3694 5.3540  0.33
C11 -0.4272 -1.6622 5.5097  0.61
N3 -0.7980 -2.1488 6.6983  -0.38
N4 -0.1791 -2.4994 4.4957  0.17
C12 -2.1943 -0.4853 3.4357  -0.30
O4 -2.9564 -1.2563 4.0110  -0.71
O5 -1.2945 -0.8191 2.5703  1.72
H15 -2.5551 2.5718 2.3275  0.39
H16 -3.8234 1.5636 2.5836  0.30
H17 -1.1407 1.3311 3.6519  -0.32
H18 -3.8721 1.4064 4.9747  0.35
H19 -2.5602 2.5625 5.1101  0.43
H20 -2.6786 -0.2650 6.2389  0.32
H21 -2.5844 1.2501 7.1237  0.42
H22 -0.3649 0.4561 7.2697  0.43
H23 -0.2706 1.6046 5.9685  0.49
H24 0.0665 -0.0815 4.4163  -0.34
H25 -0.9865 -1.5332 7.4684  0.21
H26 -1.1080 -3.1005 6.7810  0.21
H27 -0.3474 -2.1335 3.5519  -0.84
H28 -0.4070 -3.4717 4.6231  0.25
C13 2.4775 2.3543 2.4248  -1.48
C14 1.7362 1.0337 2.6399  0.92
Ge1 2.0943 -0.2201 1.1810  0.11
C15 2.0850 -2.0702 1.8691  0.46
C16 2.9390 -2.1779 3.1354  -1.48
C17 3.9708 -0.0177 0.6729  -0.05
C18 4.0633 -0.0008 -0.6646  -0.90
Ge2 2.2233 0.0912 -1.2986  0.17
C19 1.6718 -1.3526 -2.5025  0.42
C20 2.7316 -1.7104 -3.5502  -1.47
C21 1.6120 1.8054 -1.9621  0.66
C22 1.8748 2.0378 -3.4527  -1.29
C23 5.3244 -0.0055 -1.4546  0.50
C24 6.5111 -0.4886 -0.9010  -0.60
C25 7.6893 -0.4891 -1.6298  -0.77
C26 7.7062 -0.0024 -2.9305  -0.40
C27 6.5338 0.4752 -3.4968  -0.94
C28 5.3555 0.4630 -2.7643  0.58
H29 2.2174 3.0866 3.1920  0.44
H30 2.2094 2.7930 1.4631  0.21
H31 3.5587 2.2126 2.4478  0.37
H32 0.6602 1.2200 2.6417  -0.93
H33 2.0395 0.5466 3.5718  0.71
H34 2.4936 -2.7094 1.0829  0.51
H35 1.0566 -2.3985 2.0488  -0.70
H36 3.9690 -1.8742 2.9399  0.35
H37 2.9680 -3.2011 3.5195  0.41
H38 2.5704 -1.5428 3.9391  0.25
H39 4.8540 0.0211 1.3141  0.40
H40 0.7368 -1.0402 -2.9795  -0.10
H41 1.4496 -2.2246 -1.8896  0.01
H42 2.9446 -0.8700 -4.2117  0.30
H43 2.4031 -2.5441 -4.1751  0.43
H44 3.6733 -1.9984 -3.0817  0.36
H45 2.0608 2.5810 -1.3399  0.57
H46 0.5424 1.8234 -1.7629  -0.66
H47 2.9353 2.1562 -3.6736  0.37
H48 1.3820 2.9516 -3.7926  0.37
H49 1.4927 1.2186 -4.0678  0.20
H50 6.5061 -0.8768 0.1100  0.38
H51 8.5976 -0.8739 -1.1844  0.39
H52 8.6271 0.0017 -3.4984  0.39
H53 6.5365 0.8568 -4.5096  0.41
H54 4.4443 0.8349 -3.2130  0.04
N5 -0.4586 3.1710 0.5194  -0.90
C29 -0.6297 2.0254 0.4330  0.39
C30 -1.3845 4.4934 -3.2988  -0.20
C31 -2.7944 3.9113 -3.3163  -1.13
N6 -2.9333 2.6895 -4.1102  0.30
C32 -3.4767 2.8251 -5.4587  -0.75
C33 -2.4558 3.2972 -6.4862  -1.07
C34 -2.4573 1.5160 -3.6223  1.25
C35 -2.6085 0.2855 -4.4777  -1.91
N7 -1.8861 1.3812 -2.4693  -0.03
H55 -1.3477 5.3578 -2.6361  0.40
H56 -1.0781 4.8108 -4.2954  0.28
H57 -0.6567 3.7685 -2.9352  -0.30
H58 -3.4935 4.6386 -3.7292  0.45
H59 -3.1237 3.7033 -2.2949  0.36
H60 -4.3052 3.5336 -5.4067  0.39
H61 -3.9053 1.8760 -5.7710  0.41
H62 -2.1617 4.3317 -6.3107  0.30
H63 -2.8772 3.2378 -7.4904  0.40
H64 -1.5575 2.6783 -6.4552  0.26
H65 -3.6591 0.0318 -4.6293  0.37
H66 -2.1077 -0.5424 -3.9799  0.19
H67 -2.1542 0.4186 -5.4591  0.52
H68 -1.8199 2.2566 -1.9588  -0.33


(2)
A structure of composition C40H58F3IrN3O2, computed with wB97M-V/def2-TZVPD.

Values from the calculation:
Charge   +1
Gap between HOMO and LUMO (spin up / spin down)   6.94 / 4.45 eV
LUMO (spin up / spin down)   -2.58 / -5.25 eV
Expectation value of S²   6.04
Calculated total energy   -2277.41365 a.u.
Multiplicity   5

Each line ends with the Löwdin spin population.
Atoms and positions in Å:
Ir1 -0.6268 -0.4749 -0.5093  2.38
C1 1.7676 -1.2123 -2.5112  0.01
N1 1.3761 -1.6362 -1.1617  0.10
C2 1.2178 -3.0927 -1.1316  0.01
C3 2.3721 -1.2281 -0.1594  0.01
C4 2.3829 0.2711 0.0942  0.00
N2 1.1024 0.7842 0.6031  0.10
C5 1.0616 2.2507 0.3929  0.01
C6 0.7743 2.8291 -0.9701  0.02
C7 1.5003 3.9517 -1.3471  0.00
C8 1.1048 4.7630 -2.3964  0.02
C9 -0.1043 4.4416 -3.0165  0.00
C10 -0.8598 3.3251 -2.7052  0.02
C11 -0.3618 2.4363 -1.7083  0.01
O1 -0.9366 1.2647 -1.4960  0.23
C12 -2.2152 3.0718 -3.3764  0.00
C13 -2.5937 4.2122 -4.3237  0.00
C14 -3.3159 2.9810 -2.3034  0.00
C15 -2.1885 1.7721 -4.1991  0.00
C16 1.8815 5.9988 -2.8357  0.00
C17 3.2085 6.1467 -2.0895  0.00
C18 2.1876 5.9040 -4.3394  0.00
C19 1.0359 7.2548 -2.5677  0.00
C20 0.9636 0.6064 2.0623  0.01
C21 0.9321 -0.7533 2.7129  0.11
C22 1.7088 -0.9343 3.8282  0.01
C23 1.5523 -2.0370 4.6814  0.18
C24 0.5813 -2.9897 4.3434  0.00
C25 -0.2112 -2.9000 3.2222  0.13
C26 -0.0341 -1.7532 2.3530  0.10
O2 -0.6996 -1.6489 1.2693  0.35
C27 -1.2680 -3.9670 2.9301  0.01
C28 -1.2504 -5.0760 3.9854  0.00
C29 -2.6795 -3.3446 2.9483  0.01
C30 -0.9961 -4.6310 1.5667  0.01
C31 2.3670 -2.1184 5.9580  0.02
C32 3.8653 -2.0377 5.6226  0.01
C33 1.9767 -0.9223 6.8464  0.01
C34 2.1083 -3.4113 6.7340  0.00
H1 2.7726 -1.5738 -2.7619  0.00
H2 1.7506 -0.1266 -2.5964  0.00
H3 1.0663 -1.6264 -3.2340  0.00
H4 2.1425 -3.5963 -1.4382  0.00
H5 0.4170 -3.3918 -1.8067  0.00
H6 0.9631 -3.4155 -0.1242  0.00
H7 3.3763 -1.5374 -0.4776  0.00
H8 2.1404 -1.7478 0.7705  0.00
H9 2.6016 0.8063 -0.8308  0.00
H10 3.1900 0.4952 0.8052  0.00
H11 2.0133 2.6724 0.7429  0.00
H12 0.2830 2.6451 1.0518  0.00
H13 2.3871 4.2077 -0.7781  0.00
H14 -0.4729 5.1106 -3.7814  0.00
H15 -2.6600 5.1635 -3.7932  0.00
H16 -3.5719 4.0040 -4.7597  0.00
H17 -1.8778 4.3086 -5.1421  0.00
H18 -3.3671 3.9083 -1.7297  0.00
H19 -3.1333 2.1566 -1.6181  0.00
H20 -4.2852 2.8203 -2.7813  0.00
H21 -1.3949 1.8083 -4.9490  0.00
H22 -3.1449 1.6401 -4.7117  0.00
H23 -2.0243 0.9183 -3.5488  0.00
H24 3.8514 5.2779 -2.2457  0.00
H25 3.0537 6.2885 -1.0182  0.00
H26 3.7351 7.0250 -2.4649  0.00
H27 2.7734 5.0083 -4.5543  0.00
H28 2.7623 6.7757 -4.6594  0.00
H29 1.2753 5.8680 -4.9348  0.00
H30 0.8105 7.3449 -1.5036  0.00
H31 0.0936 7.2278 -3.1156  0.00
H32 1.5836 8.1464 -2.8808  0.00
H33 0.0163 1.0778 2.3397  0.01
H34 1.7634 1.1782 2.5514  0.00
H35 2.4463 -0.1780 4.0676  0.00
H36 0.4455 -3.8309 5.0042  0.00
H37 -1.4837 -4.6883 4.9783  0.00
H38 -0.2838 -5.5824 4.0167  0.00
H39 -2.0074 -5.8180 3.7322  0.00
H40 -2.9357 -3.0053 3.9534  0.00
H41 -3.4127 -4.0960 2.6482  0.00
H42 -2.7580 -2.4954 2.2763  0.00
H43 0.0060 -5.0653 1.5423  0.00
H44 -1.0921 -3.9190 0.7523  0.00
H45 -1.7163 -5.4356 1.4092  0.00
H46 4.1248 -1.0897 5.1502  0.00
H47 4.1579 -2.8490 4.9535  0.00
H48 4.4511 -2.1233 6.5378  0.00
H49 2.1968 0.0273 6.3574  0.00
H50 2.5349 -0.9570 7.7826  0.00
H51 0.9111 -0.9463 7.0818  0.00
H52 2.3497 -4.2916 6.1349  0.00
H53 1.0716 -3.4800 7.0682  0.00
H54 2.7395 -3.4331 7.6219  0.00
F1 -4.9489 -3.7288 -5.2064  0.00
C35 -5.0737 -3.9115 -3.8878  0.00
F2 -5.0175 -5.2298 -3.6429  0.00
F3 -6.2896 -3.4812 -3.5179  0.00
C36 -3.9995 -3.1872 -3.1190  0.00
C37 -3.9235 -3.3464 -1.7428  0.00
C38 -2.9229 -2.6846 -1.0601  0.01
N3 -2.0205 -1.9104 -1.6718  0.07
C39 -2.1082 -1.7546 -2.9953  0.01
C40 -3.0831 -2.3696 -3.7590  0.00
H55 -4.6249 -3.9796 -1.2171  0.00
H56 -2.8257 -2.7817 0.0132  0.00
H57 -1.3650 -1.1194 -3.4612  0.00
H58 -3.1203 -2.2233 -4.8287  0.00


(3)
The molecule C10H7NO2, computed with wB97M-V/def2-TZVPD.

Values from the calculation:
SMILES   O=C1C=CC(=O)N1c1ccccc1
Gap between HOMO and LUMO   7.95 eV
LUMO   -0.94 eV
Calculated total energy   -590.47116 a.u.
Relative energy (zero: lowest compared OMol25 entry of this formula, charge and spin)   0.864 eV

Each line ends with the Mulliken charge.
Atoms and positions in Å:
O1 2.5023 0.1766 -0.1261  -0.56
C1 1.7185 -0.3258 0.6827  0.61
C2 2.0982 -0.9809 1.9694  -0.76
C3 0.9422 -1.3274 2.5750  -0.45
C4 -0.1840 -0.9629 1.6981  0.56
O2 -1.3410 -1.2400 2.0739  -0.61
N1 0.3189 -0.2376 0.6550  0.14
C5 -0.2972 0.4008 -0.4658  0.77
C6 0.3240 1.3130 -1.3674  -0.53
C7 -0.4170 1.6764 -2.5179  -0.34
C8 -1.6835 1.1377 -2.8030  -0.39
C9 -2.3630 0.3510 -1.7767  -0.71
C10 -1.6506 -0.0003 -0.6428  -0.32
H1 3.0693 -0.9369 2.3423  0.48
H2 0.8445 -1.7508 3.5851  0.42
H3 1.2898 1.7746 -1.3164  0.38
H4 -0.0546 2.5026 -3.1993  0.28
H5 -2.2097 1.3530 -3.7754  0.31
H6 -3.3866 0.2483 -2.0382  0.38
H7 -2.0016 -0.7108 0.1250  0.33


(4)
A structure of composition C2H8NO3PS, computed with wB97M-V/def2-TZVPD.

Values from the calculation:
Gap between HOMO and LUMO   8.72 eV
LUMO   -0.38 eV
Calculated total energy   -1100.96865 a.u.
Relative energy (zero: lowest compared OMol25 entry of this formula, charge and spin)   3.285 eV

Each line ends with the Mulliken charge.
Atoms and positions in Å:
C1 -2.8718 1.4929 1.1241  -0.47
C2 0.0522 -2.9777 -0.7620  -0.39
N1 2.2322 -0.6124 -0.4914  -0.72
O1 -1.7551 0.0149 -1.0639  -0.51
O2 -0.6197 -1.2712 1.1291  -0.34
O3 -2.9552 0.0889 1.1956  -0.28
P1 -2.3747 -0.8407 -0.0642  0.38
S1 0.4246 -2.1593 0.5597  0.32
H1 -2.2681 1.7046 0.2208  0.29
H2 -2.5123 1.8634 2.1358  0.17
H3 -3.9434 1.7467 1.1111  0.19
H4 -0.7083 -2.8589 -1.4798  0.33
H5 0.8173 -3.6956 -1.0928  0.26
H6 1.4781 -0.0124 -0.4582  0.27
H7 2.7184 -0.4469 0.4331  0.26
H8 2.9163 -0.1494 -1.1325  0.24


(5)
A cluster of 2 separate species, C9H14 in total, computed with wB97M-V/def2-TZVPD.

Values from the calculation:
SMILES   Cc1ccccc1.CC
Gap between HOMO and LUMO   10.11 eV
LUMO   1.03 eV
Calculated total energy   -351.31859 a.u.
Relative energy (zero: lowest compared OMol25 entry of this formula, charge and spin)   0.316 eV

Each line ends with the Mulliken charge.
Atoms and positions in Å:
C1 -2.8915 -0.0447 1.9350  -1.33
C2 -1.9844 -0.2880 0.7584  0.78
C3 -2.2767 0.3040 -0.4714  -0.44
C4 -1.5068 0.0594 -1.5967  -0.38
C5 -0.3510 -0.7157 -1.5156  -0.79
C6 -0.0680 -1.2952 -0.2979  -0.25
C7 -0.8625 -1.0931 0.8251  -0.37
H1 -3.3531 -0.9749 2.2436  0.30
H2 -3.6797 0.6745 1.6912  0.34
H3 -2.3894 0.4697 2.7591  0.31
H4 -3.0672 1.0280 -0.5677  0.29
H5 -1.7991 0.5252 -2.5239  0.36
H6 0.2779 -0.8434 -2.3821  0.43
H7 0.8253 -1.8812 -0.0896  0.38
H8 -0.5769 -1.6279 1.7234  0.35
C8 2.5648 0.7435 -0.9363  -0.62
C9 3.3940 0.6747 0.3266  -0.95
H9 2.7378 -0.1466 -1.5530  0.24
H10 1.4971 0.7856 -0.7570  0.12
H11 2.7714 1.5642 -1.6238  0.39
H12 3.1562 -0.2191 0.8919  0.25
H13 4.4582 0.8071 0.1597  0.32
H14 3.1236 1.4940 1.0011  0.27


(6)
A structure of composition C20H22N2PPdSbSe4, computed with wB97M-V/def2-TZVPD.

Values from the calculation:
Charge   -2
Gap between HOMO and LUMO (spin up / spin down)   4.88 / 5.37 eV
LUMO (spin up / spin down)   4.24 / 4.22 eV
Expectation value of S²   2.04
Calculated total energy   -11200.16810 a.u.
Relative energy (zero: lowest compared OMol25 entry of this formula, charge and spin)   0.000 eV
Multiplicity   3

Each line ends with the Löwdin spin population.
Atoms and positions in Å:
Pd1 -1.2860 2.1556 -0.4029  0.87
C1 2.0802 2.2785 -0.5718  0.01
N1 0.9033 2.0473 0.2446  0.05
C2 1.0650 1.7144 1.4714  0.00
C3 -0.0496 1.4470 2.3210  0.00
C4 -0.0799 1.0224 3.6563  0.00
C5 -1.4352 0.9281 3.9878  0.00
C6 -2.1443 1.3119 2.8382  0.00
N2 -1.3154 1.6131 1.8327  0.05
C7 2.5741 0.9850 -1.1893  0.00
C8 1.7040 0.1820 -1.9299  0.00
C9 2.1457 -1.0175 -2.4619  0.00
C10 3.4583 -1.4364 -2.2724  0.00
C11 4.3292 -0.6420 -1.5462  0.00
C12 3.8851 0.5613 -1.0068  0.00
H1 2.8872 2.7262 0.0224  0.00
H2 1.8090 2.9849 -1.3608  0.00
H3 2.0711 1.6318 1.9011  0.00
H4 0.7762 0.8234 4.2866  0.00
H5 -1.8614 0.6539 4.9425  0.00
H6 -3.2136 1.4123 2.7180  0.00
H7 0.6803 0.5128 -2.0761  0.01
H8 1.4571 -1.6354 -3.0256  0.00
H9 3.7951 -2.3810 -2.6835  0.00
H10 5.3535 -0.9602 -1.3875  0.00
H11 4.5657 1.1743 -0.4256  0.00
Se1 -2.4507 5.3809 1.8844  0.13
Sb1 -1.9685 4.8676 -0.4342  0.18
Se2 -3.4115 2.7535 -1.5983  0.19
Se3 -1.4652 2.4549 -2.9364  0.23
Se4 -2.6278 6.6933 -1.9171  0.20
C13 -3.2725 -0.8037 0.2548  0.00
P1 -1.7074 -0.5131 -0.6574  0.04
C14 -2.2088 -1.0848 -2.3213  0.01
C15 -0.7272 -1.9217 -0.0327  0.01
C16 -0.2857 -1.8411 1.2927  0.00
C17 0.5235 -2.8314 1.8253  0.00
C18 0.9209 -3.9107 1.0429  0.00
C19 0.4968 -3.9930 -0.2748  0.00
C20 -0.3233 -3.0059 -0.8073  0.00
H12 -3.0800 -0.7083 1.3218  0.00
H13 -3.6928 -1.7890 0.0387  0.00
H14 -3.9703 -0.0174 -0.0383  0.00
H15 -2.7120 -2.0555 -2.2965  0.00
H16 -1.3444 -1.1281 -2.9842  0.00
H17 -2.8727 -0.3181 -2.7236  0.00
H18 -0.5614 -0.9885 1.9054  0.00
H19 0.8560 -2.7478 2.8530  0.00
H20 1.5658 -4.6771 1.4568  0.00
H21 0.8076 -4.8253 -0.8964  0.00
H22 -0.6434 -3.0836 -1.8396  0.00


Question: What is the formula in the third record?
Answer: C10H7NO2


Question: The lowest calculated total energy belongs to which entry?
Answer: C20H22N2PPdSbSe4